The following is a DFT calculation (ωB97M-V/def2-TZVPD) of C22H19N4O4PSTi as an isolated structure.

Structure (XYZ):
```
52
Properties=species:S:1:pos:R:3:forces:R:3:mulliken_charge:R:1
Ti 0.761 -1.434 -0.907 -0.12 -0.52 0.03 -0.139
N -0.791 -3.268 -5.053 -0.02 -0.03 0.02 -0.419
C -0.464 -3.046 -3.772 0.02 -0.01 0.02 0.696
S 1.263 -3.714 -3.510 -0.14 -0.12 0.06 0.075
N -1.254 -2.475 -2.963 0.02 0.06 -0.01 -1.087
N -1.030 -2.137 -1.634 -0.04 0.01 -0.10 0.761
C -2.124 -2.196 -0.912 0.06 -0.01 -0.01 -0.237
C -2.217 -2.013 0.497 -0.04 0.00 0.00 0.423
C -3.489 -2.036 1.102 0.01 0.00 0.01 -0.902
C -3.606 -1.943 2.468 -0.01 0.00 -0.02 -0.785
C -2.457 -1.850 3.258 0.01 0.00 0.02 -0.513
C -1.191 -1.842 2.698 0.01 -0.03 -0.03 -0.353
C -1.076 -1.915 1.321 0.01 0.02 0.02 0.813
O 0.127 -1.917 0.717 -0.13 0.23 -0.34 -0.387
H -0.246 -3.850 -5.669 0.02 0.03 -0.01 0.196
H -1.700 -2.970 -5.374 0.00 -0.01 0.00 0.252
H -3.031 -2.448 -1.455 -0.01 0.00 0.01 0.501
H -4.370 -2.125 0.478 0.00 0.00 0.00 0.426
H -4.582 -1.954 2.932 0.00 0.00 0.00 0.451
H -2.557 -1.791 4.334 0.00 0.00 0.00 0.444
H -0.297 -1.783 3.304 0.00 0.00 0.01 0.575
O 3.035 -0.055 -3.481 -0.08 0.03 -0.02 -0.534
C 2.291 0.176 -2.582 -0.05 0.13 -0.09 0.394
O 1.059 -0.414 -2.494 0.15 -0.20 0.45 -0.349
C 2.640 1.065 -1.386 0.00 0.02 -0.06 -0.722
P 1.306 0.897 -0.149 0.20 -0.01 -0.03 1.770
C 1.911 1.176 1.514 0.05 0.01 0.00 0.651
C 3.265 1.121 1.843 -0.02 0.01 0.00 -0.437
C 3.660 1.275 3.163 -0.01 0.00 0.00 -0.768
C 2.710 1.479 4.154 0.01 0.01 0.00 -0.550
C 1.360 1.533 3.830 0.00 0.00 0.01 -0.773
C 0.956 1.380 2.515 -0.02 0.00 -0.01 -0.535
C 0.013 2.088 -0.504 -0.03 -0.01 0.01 0.447
C -1.147 1.710 -1.179 0.01 -0.01 -0.01 -0.121
C -2.123 2.653 -1.455 0.00 0.01 0.00 -0.825
C -1.940 3.972 -1.061 -0.01 0.00 0.00 -0.520
C -0.785 4.352 -0.389 0.00 0.00 0.00 -0.813
C 0.192 3.413 -0.104 0.00 0.00 0.01 -0.361
H 2.810 2.088 -1.723 -0.07 0.01 0.01 0.518
H 3.584 0.701 -0.978 0.03 0.03 -0.02 0.246
H 4.024 0.979 1.085 0.01 -0.01 -0.01 0.288
H 4.711 1.246 3.416 0.00 0.00 0.00 0.450
H 3.024 1.606 5.181 0.00 0.00 0.00 0.433
H 0.623 1.708 4.603 0.00 0.00 0.00 0.454
H -0.096 1.443 2.263 0.01 0.00 0.01 0.544
H -1.285 0.688 -1.515 0.00 0.01 0.00 0.272
H -3.023 2.365 -1.982 0.00 0.00 0.00 0.441
H -2.701 4.709 -1.280 0.00 0.00 0.00 0.421
H -0.647 5.380 -0.086 0.00 0.00 0.00 0.439
H 1.085 3.710 0.433 0.00 0.00 0.00 0.473
O 2.398 -2.787 -1.392 0.05 -0.12 0.04 -0.476
N 1.421 -2.951 -2.119 0.15 0.46 0.04 0.751
```
Forces are in eV/Å.

Calculated values
Kohn-Sham gap: 0.211 Eh
2S+1: 1
LUMO energy: -8.8 eV
Total charge: +2
E_HOMO: -14.5 eV

The following is a DFT calculation (ωB97M-V/def2-TZVPD) of a 3-piece molecular cluster, C30H50N5O3 overall in a non-equilibrium geometry.

Structure (XYZ):
```
88
Properties=species:S:1:pos:R:3:forces:R:3:mulliken_charge:R:1
O 1.061 -0.816 -0.623 4.53 7.24 -2.36 -0.534
C 1.692 0.336 -0.970 -2.91 -5.05 1.47 0.170
C 3.352 0.437 -1.146 -1.64 -0.76 0.26 0.216
C 3.920 1.018 0.277 -0.88 -1.15 0.22 -0.728
N 4.908 2.158 0.160 3.72 5.10 -0.10 0.190
C 4.470 3.567 0.509 4.40 1.09 -0.99 -0.037
C 5.730 4.604 0.349 -2.41 -6.10 -0.34 -0.353
N 6.834 3.672 -0.105 -3.83 -1.93 0.75 -0.117
C 6.370 2.214 -0.222 -2.78 3.44 1.36 -0.149
N 0.907 1.601 -1.237 -1.06 -2.11 1.06 -0.268
C -0.536 1.280 -1.632 -3.13 -0.71 -0.75 0.391
C -0.817 0.625 -3.133 -3.94 1.10 3.09 -0.295
C -2.419 0.341 -3.511 1.31 1.70 4.20 -0.373
C -3.582 0.667 -2.395 3.06 0.66 1.01 -0.411
C -3.275 1.293 -0.884 3.70 -0.74 -3.18 -0.266
C -1.702 1.621 -0.526 -1.46 -1.93 -3.89 -0.264
H 3.544 1.119 -2.078 -0.15 -1.28 1.95 0.387
H 3.702 -0.689 -1.296 -0.55 2.57 0.13 -0.204
H 4.400 0.134 0.877 -0.82 1.88 -1.13 0.328
H 3.005 1.430 0.911 2.22 -0.74 -1.26 0.349
H 3.376 3.822 0.838 2.50 -0.73 -0.78 0.306
H 5.780 5.769 0.562 0.14 -2.99 -0.65 0.342
H 7.817 4.019 -0.304 -1.73 -0.97 0.29 0.276
H 7.015 1.289 -0.534 -1.37 2.21 0.67 0.385
H 0.843 2.092 -0.296 0.17 -0.55 -1.56 0.339
H 0.043 0.375 -3.894 -1.88 0.64 1.84 0.285
H -2.712 -0.086 -4.560 0.65 0.92 2.34 0.295
H -4.709 0.445 -2.657 2.62 0.49 0.52 0.286
H -4.140 1.493 -0.100 2.00 -0.45 -1.92 0.271
H -1.422 2.074 0.518 -0.50 -0.99 -2.27 0.143
C 4.105 -5.782 -4.110 -0.21 -0.29 0.21 -1.741
C 5.031 -4.559 -3.854 -0.48 -0.98 -1.80 1.768
C 6.510 -5.028 -3.749 -0.01 0.18 0.37 -1.184
C 6.822 -5.749 -2.439 -0.04 -0.07 -0.05 -0.520
C 6.401 -4.910 -1.237 0.10 0.19 -0.27 -1.204
C 4.921 -4.451 -1.308 -0.76 -0.89 1.73 1.707
N 4.573 -3.823 -2.628 3.75 3.53 0.06 0.312
O 5.156 -2.545 -2.655 -2.07 -3.05 0.11 -0.526
C 3.988 -5.666 -1.032 -0.05 0.02 -0.07 -1.770
C 4.630 -3.502 -0.099 0.19 0.44 -0.62 -1.776
C 4.877 -3.712 -5.158 0.26 0.65 0.57 -1.902
H 4.488 -6.707 -3.671 -0.10 0.16 0.07 0.316
H 3.092 -5.605 -3.728 0.27 -0.01 -0.01 0.349
H 3.991 -5.996 -5.180 0.22 0.26 0.21 0.476
H 7.184 -4.166 -3.836 -0.25 0.05 0.01 0.389
H 6.756 -5.691 -4.588 -0.30 0.18 0.02 0.340
H 6.327 -6.726 -2.410 0.01 0.09 -0.01 0.304
H 7.898 -5.954 -2.382 -0.15 0.01 -0.01 0.383
H 6.574 -5.487 -0.319 -0.30 0.18 -0.10 0.367
H 7.063 -4.035 -1.173 -0.26 0.02 -0.06 0.334
H 2.935 -5.382 -1.145 0.22 -0.02 -0.04 0.379
H 4.119 -6.029 -0.005 0.10 0.29 -0.17 0.441
H 4.184 -6.523 -1.666 -0.01 0.02 -0.14 0.338
H 5.295 -2.630 -0.076 -0.11 -0.17 -0.22 0.268
H 4.781 -4.024 0.854 -0.02 -0.16 -0.38 0.470
H 3.594 -3.144 -0.117 0.11 -0.08 -0.09 0.459
H 3.846 -3.363 -5.284 0.12 -0.07 0.10 0.445
H 5.137 -4.303 -6.045 -0.07 -0.15 0.43 0.467
H 5.539 -2.836 -5.179 -0.23 -0.18 0.23 0.337
C -5.327 3.237 4.802 -0.14 -0.14 0.35 -1.870
C -5.747 3.461 3.321 1.55 0.64 1.00 2.034
C -6.483 4.825 3.181 -0.26 -0.21 -0.16 -1.232
C -7.898 4.809 3.754 0.04 -0.01 0.07 -0.514
C -8.712 3.658 3.174 0.23 0.12 -0.24 -1.179
C -8.010 2.283 3.325 -1.46 -1.03 1.14 1.505
N -6.585 2.307 2.851 -0.90 1.76 -4.61 0.263
O -6.607 2.341 1.446 0.36 -0.56 3.66 -0.501
C -8.070 1.831 4.812 0.10 0.02 0.01 -1.639
C -8.866 1.197 2.593 0.55 0.32 -0.59 -1.776
C -4.381 3.561 2.570 -0.54 -0.23 -0.70 -1.993
H -6.005 3.712 5.516 0.00 -0.18 -0.11 0.340
H -5.258 2.168 5.042 -0.11 0.23 -0.10 0.350
H -4.338 3.659 5.018 -0.22 0.02 -0.31 0.462
H -6.543 5.111 2.123 0.09 -0.24 0.05 0.393
H -5.906 5.616 3.677 0.13 -0.30 -0.03 0.337
H -7.869 4.738 4.847 0.02 -0.01 -0.07 0.296
H -8.395 5.759 3.527 0.08 -0.12 0.04 0.380
H -9.697 3.634 3.660 0.23 -0.27 -0.06 0.383
H -8.904 3.867 2.112 0.16 -0.21 0.10 0.363
H -7.520 0.893 4.958 -0.05 0.20 -0.07 0.373
H -9.107 1.649 5.120 0.16 0.04 -0.32 0.431
H -7.689 2.566 5.511 0.14 0.05 0.01 0.307
H -9.022 1.427 1.530 0.26 -0.01 0.27 0.351
H -9.866 1.121 3.037 0.33 0.21 0.16 0.412
H -8.398 0.209 2.665 0.01 0.22 -0.01 0.436
H -3.818 2.624 2.647 -0.15 0.04 0.03 0.475
H -3.757 4.358 2.993 -0.38 -0.16 0.19 0.481
H -4.496 3.805 1.506 -0.16 -0.22 0.24 0.343
```
Forces are in eV/Å.

Calculated values
Kohn-Sham gap (alpha / beta): 0.213 / 0.213 Eh
2S+1: 3
LUMO energy (alpha / beta): -4.2 / -4.2 eV
Total charge: +1
E_HOMO (alpha / beta): -10.0 / -10.0 eV

The following is a DFT calculation (ωB97M-V/def2-TZVPD) of a single C2H6N2S3 molecule in a non-equilibrium geometry.

Structure (XYZ):
```
13
Properties=species:S:1:pos:R:3:forces:R:3:mulliken_charge:R:1
C -0.144 1.640 1.147 1.29 -0.50 1.89 -0.928
C -0.321 -0.550 0.075 0.22 -0.21 0.20 0.335
H 0.128 1.050 2.076 -0.66 0.47 -1.21 0.342
H 0.798 2.167 0.921 -0.57 0.21 -0.18 0.352
H -0.957 2.290 1.423 -0.13 0.48 -0.17 0.337
H -2.322 0.942 -1.365 0.83 0.53 -0.12 0.157
H 0.347 -1.959 1.269 0.42 0.31 -0.07 0.348
H 2.330 0.148 2.085 -0.01 -0.03 -0.06 0.138
N -0.550 0.771 0.073 0.16 0.47 -0.45 -0.071
N 0.486 -0.955 1.143 0.93 -0.68 0.15 -0.410
S -1.080 1.556 -1.340 -1.16 -0.45 0.00 -0.133
S -0.937 -1.625 -0.993 -0.28 -0.28 -0.23 -0.367
S 2.199 -0.549 0.942 -1.04 -0.31 0.25 -0.099
```
Forces are in eV/Å.

Calculated values
Kohn-Sham gap: 0.318 Eh
SMILES string: CN(S)C(=S)NS
2S+1: 1
LUMO energy: 0.2 eV
Total charge: 0
E_HOMO: -8.4 eV

DFT total energy for every record listed, in sequence, given in eV: -80496.3227 -45489.1999 -37655.9954.